Here is C3BrF3I2O as an isolated structure from OMol25. Energies are from ωB97M-V/def2-TZVPD.

Each line ends with the Löwdin charge.
Cartesian coordinates (Å):
F: -0.0424 -0.0374 -1.7784  0.08
C: 0.6661 -0.8802 -1.0540  -0.66
Br: -1.0076 2.2732 -0.5168  0.57
C: -1.0301 0.9605 0.8858  -1.83
F: 1.9015 -0.7788 -1.5176  0.17
I: -2.5760 -0.4064 0.9025  0.79
F: 0.3104 -2.1549 -1.2184  0.18
O: 1.5415 -0.3726 1.1553  0.14
I: -0.4594 1.7431 2.7777  0.77
C: 0.6960 -0.3465 0.3639  -0.22

Output
Multiplicity: 1
Maximum force, hartree/bohr: 0.082
DFT total energy, eV: -99551.75257
Charge: 0
Lowest unoccupied orbital energy, hartree: -0.0314
Gap between HOMO and LUMO, Eh: 0.2953
HOMO, hartree: -0.327

=====

Here is C31H40NOPS2SiTi as an isolated structure from OMol25. Energies are from ωB97M-V/def2-TZVPD.

Each line ends with the Löwdin charge.
Cartesian coordinates (Å):
C: -2.7086 -0.5294 -3.4220  -0.11
C: 3.4048 1.2670 -0.0021  -0.23
C: -3.3623 0.3167 -4.2889  -0.10
Si: 2.3896 0.5253 1.4085  0.49
C: -1.3953 1.7023 -4.4642  -0.09
C: -1.3650 -0.2676 -3.0689  -0.51
H: 2.8060 2.3739 3.0715  0.02
C: -2.2452 -2.4017 1.0781  -0.13
C: 2.2059 -2.3701 1.7068  -0.14
N: -1.5523 -1.3957 1.6402  -0.11
H: 2.0556 -1.5948 -0.7829  0.07
H: 0.0204 4.4063 1.8216  0.06
H: 2.3812 -2.4050 -5.6457  0.10
H: 0.3034 1.0941 -3.2859  0.12
C: -2.0008 -2.3483 3.7920  -0.08
H: -2.7882 3.3794 4.4143  0.07
C: -4.1181 2.3163 -0.5533  -0.13
H: -4.7548 2.5704 0.2956  0.06
H: -0.9358 3.1665 -0.8281  0.08
H: -0.8926 2.5713 -4.8711  0.10
H: 3.2814 2.3538 -0.0406  0.02
C: -2.9903 1.3630 -0.1590  -0.39
C: 0.1726 4.0281 0.8107  -0.14
H: 0.9365 3.2510 0.8613  0.04
C: 4.9131 -2.8662 1.5379  -0.09
H: -1.9081 4.2331 0.1908  0.08
H: 5.1421 -0.7477 1.3652  0.09
C: 3.4304 -2.3942 -3.7682  -0.08
H: 2.6856 0.7941 3.8621  0.01
C: 3.3342 -2.1744 -2.4035  -0.06
H: -3.2304 2.0877 -5.5174  0.10
H: -2.4188 1.0792 -1.0423  0.05
H: -1.3536 2.4307 4.0197  0.02
H: 4.1943 -2.3122 -1.7593  0.11
S: -0.5919 -1.2675 -1.9460  1.07
C: -2.0738 3.1458 3.6239  -0.15
C: 2.1255 -1.7731 -1.8469  -0.07
H: -3.4653 3.3358 1.9769  0.07
C: 3.0778 1.3162 2.9851  -0.24
H: -3.3978 0.4389 0.2593  0.08
C: -1.3999 -1.3666 2.9864  -0.75
C: -1.1225 3.4753 0.2041  -0.38
H: 5.9793 -3.0540 1.4728  0.10
C: 2.6689 -3.6795 1.7759  -0.09
H: -3.3948 -4.1759 1.3086  0.10
S: -0.3659 -0.1018 3.5699  0.63
H: 0.5616 4.8479 0.2058  0.07
H: -4.7493 1.8512 -1.3129  0.07
C: 4.0299 -3.9303 1.6836  -0.10
C: -2.8050 2.5804 2.4049  -0.39
O: 0.0032 -0.2035 -0.7268  -0.67
Ti: -0.0818 -0.0059 1.0847  0.45
H: 3.0959 0.8609 -0.9691  0.01
H: 1.9719 -4.4998 1.9036  0.10
H: -1.8661 -2.2900 4.8635  0.11
C: -2.8451 -3.3918 1.8089  -0.07
H: 0.2209 -1.7284 -4.6547  0.11
C: 1.0985 -1.8429 -4.0298  -0.08
H: 4.4716 1.0581 0.1299  0.02
H: 4.4008 -4.9475 1.7248  0.10
H: -1.5442 4.0667 3.3789  0.06
C: 3.0627 -1.2749 1.5458  -0.30
C: 2.3123 -2.2264 -4.5794  -0.08
C: -2.7229 -3.3538 3.2008  -0.06
C: 1.0198 -1.5918 -2.6651  -0.38
H: 1.1339 -2.2211 1.7936  0.06
H: -3.1876 -4.1190 3.8107  0.11
C: -2.7124 1.4362 -4.8262  -0.10
H: -3.4195 1.7260 2.7009  0.09
H: -3.2105 -1.4008 -3.0157  0.11
H: -3.7287 3.2436 -0.9781  0.07
P: -1.7406 1.9724 1.0506  0.92
H: 4.3735 -2.6978 -4.2049  0.10
C: -0.7141 0.8759 -3.5845  -0.09
H: -2.3194 -2.3797 -0.0010  0.09
H: 4.1709 1.2455 3.0049  0.02
H: -4.3893 0.1068 -4.5642  0.10
C: 4.4324 -1.5627 1.4742  -0.10

Output
Multiplicity: 3
Expectation value of S²: 2.03
Maximum force, hartree/bohr: 0.022
DFT total energy, eV: -98286.16818
Charge: 0
Lowest unoccupied orbital energy (spin up / spin down), hartree: 0.0126 / 0.0067
Gap between HOMO and LUMO (spin up / spin down), Eh: 0.2114 / 0.2679
HOMO (spin up / spin down), hartree: -0.199 / -0.261

=====

- DFT total energy of number 2 (C31H40NOPS2SiTi)?
  -98286.16818 eV